# 1
{"formula": "C4H10N2O", "method": "the ωB97M-V functional and the def2-TZVPD basis", "species": ["C", "C", "C", "C", "N", "H", "H", "H", "H", "H", "H", "H", "N", "O", "H", "H", "H"], "xyz": [[-0.32865, -0.41922, 2.13994], [0.57894, 0.24052, 1.17126], [-0.69250, 0.50952, -1.43449], [1.25751, 1.36669, 1.28634], [-1.89007, 0.49353, -1.83306], [-2.19272, -0.46066, -2.03982], [-0.13029, 1.43841, -1.35978], [-0.16468, -1.50084, 2.16549], [-0.17462, -0.04023, 3.15851], [-1.37665, -0.24931, 1.87486], [1.85223, 1.77654, 0.47441], [1.28380, 1.92567, 2.22389], [0.09596, -0.63672, -1.12490], [0.30839, -1.47785, -2.68659], [1.13390, -1.08990, -3.01427], [-0.40870, -1.44890, -0.79477], [0.84814, -0.42726, -0.20703]], "spin_multiplicity": 1, "e_homo_ev": [-8.08, -8.38], "de_lowest_kj_mol": 721.9, "lumo_energy_ev": [-0.8820, -0.2792], "orbital_gap_ev": [7.1965, 8.1019], "molar_mass_g_mol": 102.14}

# 2
{"formula": "C4H10N2O", "method": "the ωB97M-V functional and the def2-TZVPD basis", "species": ["C", "C", "N", "C", "C", "N", "O", "H", "H", "H", "H", "H", "H", "H", "H", "H", "H"], "xyz": [[1.48962, -0.53951, -0.35312], [0.14041, -0.73748, 0.30729], [0.33687, -1.47343, 1.57871], [-0.67501, 0.51109, 0.64217], [-0.73129, 1.66798, -0.34135], [-0.83476, 1.35978, -1.67150], [-1.00711, 2.77277, 0.07861], [2.26247, -0.45859, 0.41504], [1.76116, -1.42771, -0.93006], [1.52898, 0.29635, -1.04636], [-0.50354, -1.37895, -0.31207], [-0.57100, -1.84424, 1.86472], [0.83527, -2.34432, 1.39957], [-0.25013, 0.95099, 1.55151], [-1.66195, 0.19868, 0.97876], [-1.21450, 2.06654, -2.28169], [-0.90549, 0.38004, -1.88024]], "spin_multiplicity": 1, "smiles": "C[C@@H](N)CC(N)=O", "e_homo_ev": -9.62, "de_lowest_kj_mol": 81.4, "lumo_energy_ev": 0.7039, "orbital_gap_ev": 10.3253, "molar_mass_g_mol": 102.14}

# 3
{"formula": "C4H10N2O", "method": "the ωB97M-V functional and the def2-TZVPD basis", "species": ["C", "C", "N", "N", "C", "C", "O", "H", "H", "H", "H", "H", "H", "H", "H", "H", "H"], "xyz": [[0.93286, -0.96460, 2.03326], [0.09815, 0.27106, 1.95137], [-0.31823, 0.58468, 0.56622], [0.52242, 0.90949, -0.48122], [0.21998, 1.00499, -1.71366], [-1.05729, 0.33010, -2.38601], [-1.19448, -0.90492, -1.61374], [0.33622, -1.98955, 2.15790], [1.65598, -1.01679, 2.96919], [1.56323, -0.69173, 1.13321], [0.64457, 1.14570, 2.31424], [-0.75009, 0.35710, 2.59626], [-0.78273, -0.31174, 0.12090], [0.90714, 1.49181, -2.35257], [-1.95698, 1.05794, -2.42060], [-0.61803, 0.14138, -3.50413], [-0.20273, -1.41492, -1.37062]], "spin_multiplicity": 1, "smiles": "CCN/N=C\\CO", "e_homo_ev": -8.57, "de_lowest_kj_mol": 536.2, "lumo_energy_ev": 0.6881, "orbital_gap_ev": 9.2572, "molar_mass_g_mol": 102.14}

# 4
{"formula": "C4H10N2O", "method": "the ωB97M-V functional and the def2-TZVPD basis", "species": ["C", "C", "C", "C", "N", "N", "O", "H", "H", "H", "H", "H", "H", "H", "H", "H", "H"], "xyz": [[-1.63298, 1.59038, 0.75477], [-1.90244, -0.48133, -0.64957], [1.77495, 1.24810, -0.17458], [1.46302, -0.76868, -1.22393], [-1.63032, 0.47917, 0.33314], [0.95345, 0.49551, -0.74015], [-1.43870, 2.54858, 1.40452], [-0.06736, -1.19413, 2.94729], [-2.85515, -0.08844, -1.14469], [-1.19355, -0.76375, -1.42934], [-1.99927, -1.40464, -0.16271], [2.79171, 0.92584, 0.01950], [-0.13753, -0.98905, 3.79234], [1.32637, 2.08808, 0.18783], [2.14217, -1.21060, -0.55755], [0.71031, -1.59587, -1.02328], [1.69531, -0.87916, -2.33359]], "spin_multiplicity": 1, "e_homo_ev": -9.46, "de_lowest_kj_mol": 438.2, "lumo_energy_ev": 0.8591, "orbital_gap_ev": 10.3238, "molar_mass_g_mol": 102.14}

# 5
{"formula": "C4H10N2O", "method": "the ωB97M-V functional and the def2-TZVPD basis", "species": ["N", "C", "C", "N", "C", "C", "O", "H", "H", "H", "H", "H", "H", "H", "H", "H", "H"], "xyz": [[2.47119, -0.33304, 0.03760], [1.43352, 0.65312, 0.02770], [-0.02055, -0.12070, -0.25268], [-0.04133, -1.27058, 0.40097], [-1.02300, 0.99848, 0.60696], [-2.43898, 0.24715, 0.58223], [-0.25930, -0.19071, -1.51209], [2.30903, -0.95417, -0.76588], [2.20381, -1.02640, 0.74252], [1.62929, 1.31861, -0.79027], [1.41429, 1.26898, 0.88691], [-0.47553, -2.00746, -0.16424], [-0.70104, 1.27768, 1.63938], [-0.98864, 1.93848, 0.00875], [-2.10823, -0.79052, 0.66072], [-3.05951, 0.69864, 1.39568], [-2.86406, 0.35888, -0.37214]], "spin_multiplicity": 1, "e_homo_ev": -8.86, "de_lowest_kj_mol": 635.0, "lumo_energy_ev": -2.3402, "orbital_gap_ev": 6.5182, "molar_mass_g_mol": 102.14}

# 6
{"formula": "C4H10N2O", "method": "the ωB97M-V functional and the def2-TZVPD basis", "species": ["C", "C", "C", "N", "N", "O", "C", "H", "H", "H", "H", "H", "H", "H", "H", "H", "H"], "xyz": [[-1.83965, -1.26112, -0.78413], [-1.25157, 0.28880, -0.67800], [0.03665, 0.67911, 0.02246], [-0.18662, 1.47194, 1.05443], [0.97559, 1.74835, 1.82633], [1.12606, 0.37523, -0.54392], [1.80843, -0.84306, -0.00147], [-2.11647, -1.82114, 0.12231], [-2.74333, -1.31436, -1.26239], [-1.22171, -2.00050, -1.40774], [-1.05963, 0.57467, -1.78080], [-2.10407, 1.01251, -0.38049], [1.81890, 2.25736, 1.29691], [0.82857, 2.57217, 2.47015], [1.69477, -1.09473, 1.18177], [2.87600, -0.72739, -0.51162], [1.35809, -1.91782, -0.62382]], "spin_multiplicity": 1, "smiles": "CC/C(=N/N)OC", "e_homo_ev": -8.61, "de_lowest_kj_mol": 515.6, "lumo_energy_ev": 0.8367, "orbital_gap_ev": 9.4463, "molar_mass_g_mol": 102.14}